Density functional theory data (ωB97M-V with the def2-TZVPD basis set) for 7 unconnected molecules or ions with the total composition C47H101F3N5O6S in a non-equilibrium geometry.

```
163
Properties=species:S:1:pos:R:3:forces:R:3:lowdin_charge:R:1
C -0.928965 2.852469 -7.121052 -1.8 0.2 0.2 -0.086
C -0.230641 1.619094 -6.578297 0.0 -0.4 -0.8 -0.223
C -1.197752 0.452680 -6.534119 -0.7 -0.6 0.6 -0.119
N -0.646291 -0.966496 -6.367126 0.2 -0.2 0.3 -0.264
C -1.854134 -1.822753 -6.067846 0.9 0.1 0.9 -0.108
C -1.399100 -3.211156 -5.674325 -0.1 -0.2 1.5 -0.128
C -0.411565 -3.191449 -4.423468 -1.7 2.5 -1.4 -0.143
C 0.812822 -2.423940 -4.860194 1.0 -0.9 -0.7 -0.180
C 0.317540 -1.063098 -5.199874 0.4 2.7 0.0 -0.124
C -0.020689 -1.419828 -7.641935 -0.1 1.0 0.6 0.040
H -1.279703 2.632279 -8.134467 0.0 0.1 0.0 0.082
H -0.327727 3.754041 -7.194336 0.3 -0.1 0.2 0.073
H -1.863443 3.108126 -6.534910 1.1 -0.3 -0.4 0.102
H 0.180019 1.769612 -5.612179 0.4 0.3 1.0 0.095
H 0.594925 1.397641 -7.251631 0.2 -0.1 -0.1 0.108
H -1.813517 0.379531 -7.420540 0.1 0.1 -0.6 0.135
H -1.949824 0.521042 -5.731076 0.6 0.5 -0.1 0.104
H -2.338069 -1.327572 -5.209877 -0.1 -0.3 -0.4 0.130
H -2.468080 -1.823693 -6.962738 -0.2 0.1 0.0 0.142
H -2.315934 -3.732961 -5.410265 0.0 -0.2 0.1 0.122
H -0.987228 -3.733182 -6.520140 0.4 -0.3 -0.3 0.105
H -0.890234 -2.504893 -3.675049 0.1 -1.1 -0.1 0.119
H -0.211960 -4.143716 -4.053648 0.2 -1.6 0.6 0.087
H 1.633585 -2.380491 -4.099806 -0.8 0.2 -0.5 0.135
H 1.263434 -2.899857 -5.768200 -0.1 0.3 0.7 0.123
H -0.238758 -0.621471 -4.373711 -0.2 -0.3 0.3 0.123
H 1.102802 -0.293138 -5.343897 -0.2 -0.7 -0.5 0.144
H 0.733366 -0.660871 -7.818415 0.2 -0.2 -0.6 0.106
H -0.840809 -1.357475 -8.342847 0.3 -0.2 -0.6 0.114
H 0.415796 -2.408966 -7.571653 -0.1 0.1 0.0 0.097
C -3.294046 0.259611 6.444247 -0.9 0.4 -0.5 -0.092
C -2.043007 0.885127 5.824616 1.2 -1.2 1.0 -0.196
C -0.819264 0.425705 6.693964 0.1 1.0 -2.1 -0.078
N 0.576149 0.545365 5.993051 -1.3 -0.9 1.4 -0.248
C 0.822710 2.001188 5.794474 0.2 0.0 -0.6 -0.122
C 2.263858 2.237114 5.530212 1.4 0.4 -0.8 -0.182
C 3.132235 1.698737 6.646030 0.5 -1.1 0.0 -0.155
C 2.901955 0.168077 6.774117 0.5 0.3 0.9 -0.151
C 1.444358 -0.136381 7.001885 0.7 1.1 0.5 -0.149
C 0.798113 -0.199756 4.734004 -1.7 -1.4 -0.2 0.014
H -3.290806 0.321197 7.528390 0.0 0.3 0.2 0.079
H -3.353529 -0.793562 6.214326 0.1 -0.4 -0.1 0.072
H -4.258417 0.688890 6.076600 0.9 -0.1 0.3 0.093
H -2.035182 1.957760 5.858143 -0.3 0.6 -0.2 0.102
H -1.874955 0.544328 4.806080 -0.2 0.1 -0.2 0.101
H -0.850169 -0.596696 7.021165 -0.4 -0.4 0.2 0.127
H -0.673181 1.145027 7.496039 -0.3 -0.5 0.4 0.129
H 0.517057 2.575477 6.651355 -0.4 -0.1 0.5 0.143
H 0.212917 2.238721 4.934725 -0.1 0.4 -0.2 0.115
H 2.525776 3.298239 5.513758 -0.6 0.1 -0.5 0.137
H 2.509503 1.803420 4.542199 0.2 0.5 0.5 0.109
H 2.842852 2.255126 7.547658 0.3 -0.4 0.1 0.127
H 4.206083 1.883900 6.442859 -0.6 0.0 0.2 0.131
H 3.380161 -0.282777 7.648739 0.3 0.4 0.0 0.126
H 3.339667 -0.377534 5.932922 -0.3 0.2 -0.2 0.120
H 1.118082 0.183444 8.006530 0.3 0.1 -0.4 0.150
H 1.256083 -1.188224 6.935690 -0.3 -0.6 -0.1 0.123
H 0.790219 -1.303891 4.933922 -0.1 1.1 -0.1 0.140
H 1.727187 0.064596 4.310271 0.9 0.2 -0.2 0.059
H 0.042000 0.034477 3.992143 -0.1 0.1 0.0 0.079
C 3.021019 -3.969384 -0.674990 1.1 0.7 -0.4 -0.075
C 4.257872 -4.795374 -0.326633 0.6 0.2 -0.3 -0.219
C 3.881797 -6.028872 0.435678 -0.3 0.3 0.4 -0.174
N 4.948318 -6.918271 0.982888 1.1 1.1 0.4 -0.279
C 5.758188 -6.140947 2.043116 -0.2 0.0 -1.0 -0.086
C 6.708706 -7.046432 2.808725 -1.5 -0.6 -0.5 -0.138
C 5.776394 -8.040564 3.532981 1.7 0.7 -0.5 -0.171
C 5.058558 -8.876740 2.534456 -1.7 0.5 -0.1 -0.148
C 4.175977 -8.044520 1.606694 1.2 1.1 0.9 -0.092
C 5.847170 -7.439683 -0.110286 0.5 0.3 0.3 0.047
H 3.340366 -3.059795 -1.194041 0.1 0.1 0.4 0.085
H 2.422139 -3.703183 0.183053 -0.1 0.0 0.3 0.082
H 2.427277 -4.428542 -1.417446 -0.9 -1.0 -0.6 0.059
H 4.897813 -4.173514 0.279708 0.3 0.3 0.2 0.105
H 4.847227 -5.051601 -1.229911 -0.5 0.1 0.3 0.127
H 3.268000 -6.645929 -0.172611 -0.6 -0.7 -0.7 0.131
H 3.261827 -5.804324 1.309706 0.1 0.4 -0.2 0.136
H 4.977903 -5.685375 2.694837 0.7 -0.2 -0.3 0.152
H 6.281042 -5.373187 1.468649 -0.1 0.1 0.2 0.130
H 7.212367 -6.420489 3.499156 0.7 0.5 0.8 0.114
H 7.457874 -7.551838 2.186812 -0.2 0.2 0.0 0.126
H 5.125384 -7.413879 4.103442 -0.7 0.0 0.7 0.115
H 6.377917 -8.646680 4.176705 0.1 -0.5 0.6 0.122
H 4.305011 -9.451166 3.005282 -0.6 -1.0 0.9 0.117
H 5.701545 -9.592884 2.085607 0.6 -0.4 -0.9 0.122
H 3.316366 -7.546238 2.117091 0.8 -0.7 0.0 0.155
H 3.810426 -8.535181 0.757042 -0.8 -1.3 -0.9 0.117
H 5.145352 -7.927345 -0.741689 -0.2 -0.7 -0.9 0.099
H 6.607544 -8.158135 0.265815 -0.7 0.6 -0.1 0.121
H 6.351735 -6.634545 -0.686699 -0.4 -0.4 0.7 0.123
C -4.847956 -3.591400 -0.282197 0.2 0.6 -1.0 -0.080
C -4.286414 -2.198745 0.028855 1.6 -1.3 0.7 -0.251
C -4.706477 -1.232464 -1.009963 -0.1 0.6 -0.8 -0.155
N -4.700231 0.222960 -0.604777 -1.1 0.7 -0.2 -0.248
C -3.375843 0.604556 -0.051990 -0.4 -1.3 0.2 -0.134
C -3.281179 2.042858 0.306260 -0.9 0.4 1.4 -0.143
C -4.466524 2.413798 1.297147 1.0 0.0 -1.6 -0.141
C -5.855613 1.979412 0.811559 0.8 -0.7 0.5 -0.158
C -5.823222 0.519582 0.403173 1.0 -0.7 -0.4 -0.093
C -4.974141 1.000918 -1.870677 -1.4 -0.2 0.6 0.045
H -4.459353 -4.354792 0.364139 0.1 -0.2 0.5 0.068
H -4.547979 -3.895753 -1.315149 -0.5 0.3 0.6 0.097
H -5.922761 -3.514628 -0.178069 -0.3 -0.5 -0.2 0.078
H -3.188303 -2.310409 -0.042108 -0.3 0.3 0.4 0.125
H -4.523728 -1.909633 1.062546 -0.1 -0.1 -0.3 0.110
H -5.716679 -1.422977 -1.320447 -0.7 -0.1 -0.1 0.127
H -4.072737 -1.349497 -1.908392 -0.2 0.4 0.5 0.132
H -3.235813 -0.134589 0.762168 0.3 0.9 0.0 0.143
H -2.735929 0.327650 -0.851802 1.0 -0.3 -0.4 0.087
H -2.349207 2.140804 0.844074 0.3 0.1 0.3 0.085
H -3.138606 2.698102 -0.556099 -0.5 -0.1 -0.1 0.112
H -4.239024 1.867293 2.206263 0.0 0.2 0.4 0.110
H -4.419673 3.484456 1.449307 -0.2 0.2 0.4 0.102
H -6.514280 1.977664 1.689872 -0.3 0.6 -0.5 0.131
H -6.215189 2.553517 -0.041554 -0.3 0.3 0.5 0.112
H -5.633133 -0.162380 1.263555 -0.4 0.5 -0.6 0.140
H -6.733946 0.276519 -0.131219 -0.2 -0.4 0.2 0.133
H -4.162333 0.803153 -2.559297 -0.7 0.3 0.0 0.055
H -5.161979 2.068810 -1.654610 0.6 -0.7 -0.2 0.114
H -5.943558 0.591180 -2.219183 0.6 0.2 -0.2 0.128
C -1.497274 4.968123 2.469500 0.1 -0.1 -0.4 -0.081
C -0.510167 5.361110 1.366662 0.1 0.0 -0.7 -0.207
C -1.189611 5.473692 -0.045323 0.5 0.6 1.6 -0.098
N -0.436996 6.365247 -1.041852 0.5 -2.1 0.0 -0.277
C 1.033881 5.840600 -1.078636 -1.2 1.6 0.1 -0.062
C 1.783381 6.513413 -2.212905 -0.6 0.0 -0.4 -0.150
C 1.060101 6.284478 -3.530629 -0.9 0.0 -0.4 -0.187
C -0.363191 6.825041 -3.469576 -0.8 -0.1 -0.6 -0.170
C -1.131262 6.109083 -2.353727 0.9 0.3 -0.4 -0.101
C -0.510088 7.791189 -0.716801 -0.2 0.9 -0.6 0.016
H -1.069521 5.126850 3.447640 0.3 0.0 0.3 0.074
H -1.769949 3.905994 2.417258 0.0 0.3 -0.2 0.064
H -2.384031 5.574968 2.432423 -0.6 0.2 0.0 0.069
H 0.206141 4.556474 1.317550 0.5 -0.1 -0.1 0.070
H 0.053846 6.289020 1.616308 -0.6 -0.5 -0.1 0.116
H -2.167669 5.917242 0.133747 -0.1 0.2 -0.4 0.126
H -1.320420 4.491300 -0.507197 0.2 0.2 0.0 0.119
H 0.917304 4.786586 -1.222588 0.2 -0.8 0.0 0.129
H 1.434712 6.058225 -0.080644 0.0 -0.1 -0.4 0.133
H 2.743331 6.029908 -2.238362 0.7 0.3 0.0 0.122
H 1.845865 7.601326 -2.093727 0.5 -0.3 0.4 0.124
H 0.967416 5.208571 -3.719668 0.4 0.1 -0.4 0.122
H 1.457750 6.844426 -4.385760 0.7 -0.6 0.3 0.129
H -0.853226 6.651884 -4.458875 0.2 0.1 0.9 0.139
H -0.293898 7.913780 -3.352185 -0.4 -0.2 0.0 0.107
H -1.070498 5.035090 -2.551989 -0.1 0.0 0.1 0.136
H -2.160022 6.380227 -2.148581 -0.2 0.2 -0.5 0.137
H -1.572850 8.003921 -0.581358 0.2 0.2 0.2 0.120
H -0.137643 8.461344 -1.557727 -0.3 -1.1 1.4 0.124
H 0.045158 7.929144 0.198436 0.1 0.4 0.2 0.104
O -1.347909 1.714021 -2.569771 -0.8 -1.1 0.2 -0.024
C -2.309936 0.799164 -3.218787 1.0 -0.2 1.5 -0.755
O -2.310550 -0.388854 -2.743612 0.4 1.5 -1.1 -0.084
O -3.057055 1.315294 -4.056398 1.2 -0.2 0.2 -0.012
H -1.006508 1.336238 -1.705824 -0.4 0.2 -1.5 0.077
C 2.432900 0.935521 1.243033 1.7 2.5 -1.4 -0.562
F 2.788500 0.412469 0.007211 -0.6 0.3 2.3 0.091
F 2.723912 0.130856 2.263048 0.3 -0.2 -0.8 0.121
F 3.214842 2.100486 1.401104 -0.8 -1.9 -0.3 0.054
S 0.689169 1.468385 1.366481 -2.4 -0.4 -0.5 0.486
O 0.684522 2.317662 2.554466 0.2 -0.6 -0.4 -0.318
O 0.262035 2.170759 0.148524 1.0 -0.4 0.7 -0.325
O 0.033974 0.162243 1.512115 0.4 0.8 0.2 -0.336
```
Positions in Å, forces in eV/Å.

Its charge is +3. The HOMO-LUMO gap is 9.1 eV. The HOMO energy comes out at -14.14 eV. As for the calculated total energy: -3273.5983 Ha.



Density functional theory data (ωB97M-V with the def2-TZVPD basis set) for a molecular structure, C36H21FN5O14Ru in a non-equilibrium geometry.

```
78
Properties=species:S:1:pos:R:3:forces:R:3:lowdin_charge:R:1
Ru -0.159408 0.103955 -1.065418 -1.2 -0.3 0.4 1.597
O -0.033021 -0.219438 1.494092 -0.2 0.6 0.1 -0.069
C -1.200421 0.363079 2.091380 0.1 -0.1 -0.2 -0.313
C -2.321319 0.602093 1.013211 0.1 0.1 -0.1 -0.551
O -3.487581 0.666761 1.367964 0.3 0.0 -0.2 0.067
O -1.871967 0.846246 -0.179476 -0.1 -0.1 0.3 -0.139
C -0.820848 1.774870 2.521126 0.0 0.0 0.0 -0.150
C -1.708137 2.532370 3.282111 0.0 0.1 0.0 -0.025
C -1.404530 3.843769 3.618380 0.0 0.0 0.0 -0.080
C -0.208699 4.417662 3.198954 -0.1 0.0 0.0 -0.114
C 0.674229 3.667629 2.436475 0.0 0.0 0.0 -0.093
C 0.369927 2.353412 2.096187 0.0 0.0 0.0 -0.012
C -1.675064 -0.515306 3.244061 0.2 0.0 0.1 -0.138
C -2.531123 -1.587072 3.012925 -0.1 0.0 0.1 -0.021
C -2.845100 -2.473205 4.032707 0.0 0.0 0.0 -0.071
C -2.311792 -2.297553 5.302767 0.0 0.0 0.0 -0.103
C -1.451549 -1.235380 5.544909 0.0 0.0 -0.1 -0.093
C -1.131304 -0.355801 4.517490 0.0 0.0 -0.1 -0.023
H -0.111932 -1.197615 1.495699 -0.1 -0.4 0.1 0.054
H -2.650712 2.091519 3.585005 0.0 0.0 0.0 0.125
H -2.109261 4.426708 4.202203 0.0 0.0 0.0 0.096
H 0.020617 5.447511 3.448995 0.0 -0.1 0.0 0.093
H 1.606563 4.110023 2.098405 -0.1 0.0 0.0 0.098
H 1.053262 1.771554 1.494387 0.0 0.0 0.0 0.107
H -2.952841 -1.730207 2.026672 0.0 0.0 0.0 0.123
H -3.494206 -3.316794 3.829531 0.0 0.0 0.0 0.102
H -2.553954 -2.998051 6.094660 0.0 0.0 0.0 0.090
H -1.018098 -1.099149 6.529706 0.0 0.0 0.0 0.090
H -0.444337 0.463202 4.700069 0.0 0.0 0.0 0.116
O -1.313371 -1.931809 -4.503119 -0.1 0.2 0.2 0.048
C -1.344922 -1.691566 -3.303950 -0.1 -0.1 0.2 -0.583
O -1.390633 -0.528053 -2.745211 0.4 -0.2 -0.1 -0.116
C -1.428772 -2.892963 -2.359030 0.2 0.2 0.4 -0.005
C -1.931112 -4.085815 -2.855536 -0.1 -0.3 -0.1 0.041
C -2.071852 -5.160773 -2.004760 0.2 0.4 0.3 -0.118
C -1.698073 -5.148384 -0.635309 -0.1 0.0 -0.6 0.057
C -1.164079 -3.988470 -0.103775 0.1 0.1 -0.1 -0.065
C -1.053654 -2.814311 -0.977956 -0.5 -1.1 -0.6 -0.215
O -0.648090 -1.748867 -0.470693 0.7 1.6 0.2 -0.108
N -0.755282 -3.975152 1.233026 -0.2 0.1 0.1 -0.352
O -0.239792 -2.924774 1.782841 0.0 -0.7 -0.1 -0.093
O -0.974462 -5.044988 1.899986 0.2 0.5 -0.2 -0.084
N -2.640887 -6.391503 -2.558188 0.0 0.1 0.1 -0.363
O -2.773904 -7.336827 -1.809019 0.0 -0.4 0.3 0.059
O -2.961040 -6.415127 -3.732043 0.0 0.1 -0.3 0.052
H -2.208966 -4.147542 -3.895447 0.0 0.0 0.0 0.124
H -1.800777 -6.017752 -0.014853 0.0 -0.1 0.0 0.104
F -0.124977 6.361549 0.710761 0.0 0.1 0.2 0.076
C -0.674930 5.819359 -0.381883 -0.1 0.1 0.1 -0.194
C 0.044616 5.061336 -1.202875 0.3 -0.3 -0.3 0.040
N -0.453251 4.549903 -2.376237 -0.1 -0.1 -0.1 0.008
C 0.395510 3.700237 -3.213989 0.0 0.3 0.4 -0.032
C 0.576616 2.270057 -2.711426 -0.1 -0.1 0.3 -0.624
O 0.955271 1.437066 -3.509687 0.1 0.1 0.1 0.044
O 0.295397 2.092800 -1.449539 -0.1 -0.5 -0.6 -0.169
C -1.781674 4.727895 -2.724904 0.2 -0.1 -0.1 -0.454
O -2.272600 4.309668 -3.751940 0.0 0.1 0.2 0.088
N -2.508993 5.467055 -1.804018 0.1 0.0 0.0 0.218
C -2.073410 6.096141 -0.640705 0.0 -0.2 -0.2 -0.404
O -2.813359 6.782002 0.028011 -0.1 0.1 0.1 0.084
H 1.075949 4.826593 -0.976238 0.0 0.0 0.0 0.152
H 1.382370 4.159908 -3.268610 0.0 0.0 -0.1 0.132
H -0.029841 3.651351 -4.206173 -0.1 0.0 -0.1 0.127
H -3.487158 5.567585 -2.019264 -0.1 0.0 -0.1 0.163
N 9.261489 -2.946391 -2.420550 0.1 0.0 0.0 0.125
C 8.168796 -2.620212 -2.270313 -0.4 0.1 0.1 -0.199
C 6.797350 -2.208465 -2.076754 0.2 -0.1 -0.1 -0.252
C 6.143843 -2.479458 -0.876887 0.0 -0.1 0.1 -0.037
C 4.833506 -2.078346 -0.692323 0.0 0.0 0.0 -0.017
C 4.149580 -1.386033 -1.699261 -0.1 0.1 0.0 -0.238
C 4.812229 -1.131808 -2.908150 0.0 0.0 0.0 -0.016
C 6.119535 -1.538933 -3.094416 0.0 0.1 -0.1 -0.039
C 2.807037 -0.937153 -1.503537 0.5 -0.1 0.0 -0.086
C 1.681818 -0.507694 -1.360937 0.1 0.0 0.0 -0.109
H 6.670696 -3.011659 -0.094890 0.0 0.0 0.0 0.114
H 4.314898 -2.295070 0.232319 0.0 0.0 0.0 0.122
H 4.274883 -0.610755 -3.689700 0.0 0.0 0.0 0.122
H 6.631076 -1.340645 -4.028026 0.0 0.0 0.0 0.113
```
Positions in Å, forces in eV/Å.

Its charge is -2. The HOMO-LUMO gap (spin up / spin down) is 5.1 / 5.0 eV. The HOMO energy (spin up / spin down) comes out at -1.33 / -3.71 eV. Its spin multiplicity is 6. The calculation puts the energy relative to the best compared isomer or geometry (same formula, charge and spin) at 0.239 eV. As for the calculated total energy: -2906.2693 Ha.